Entry 1:
A cluster of 2 separate species, C4H14N2O in total at a distorted geometry, computed with the ωB97M-V functional and the def2-TZVPD basis.

Output
Gap between HOMO and LUMO (spin up / spin down): 2.69 / 9.68 eV
Highest occupied orbital energy (spin up / spin down): 1.289 / -5.566 eV
E_LUMO (spin up / spin down): 0.1464 / 0.1511 Ha
Strongest force on any atom: 1.4 eV/Å

```
! wB97M-V def2-TZVPD RIJCOSX def2/J DEFGRID3
* xyz -1 2
C -2.26 1.32 0.46
C -1.02 0.55 0.01
C -0.44 -0.22 1.19
C 0.97 -0.78 1.05
N 1.00 -2.10 0.41
N 0.00 1.50 -0.53
H -2.84 0.72 1.17
H -1.99 2.20 1.05
H -2.91 1.58 -0.37
H -1.28 -0.11 -0.83
H -1.10 -1.09 1.34
H -0.63 0.35 2.11
H 1.64 -0.08 0.55
H 1.33 -0.91 2.07
H 1.70 -2.69 0.86
H 1.06 -2.05 -0.60
H -0.50 2.19 -1.10
H 0.32 2.10 0.23
H 0.82 0.25 -1.76
H 2.23 -0.07 -2.46
O 1.39 -0.44 -2.19
*
```


Entry 2:
A cluster of 2 separate species, C4H14N2O in total at a distorted geometry, computed with the ωB97M-V functional and the def2-TZVPD basis.

Output
Gap between HOMO and LUMO: 9.20 eV
Highest occupied orbital energy: -8.505 eV
E_LUMO: 0.0256 Ha
Strongest force on any atom: 3.5 eV/Å

```
! wB97M-V def2-TZVPD RIJCOSX def2/J DEFGRID3
* xyz 0 1
C -0.65 0.67 1.11
C 0.40 1.51 0.42
C 1.66 0.66 0.01
C 1.29 -0.38 -1.11
N 1.01 0.43 -2.42
N -0.26 -0.04 2.32
H -0.99 -0.12 0.44
H -1.47 1.33 1.28
H 0.57 2.21 1.23
H -0.03 1.92 -0.52
H 2.39 1.28 -0.48
H 2.01 0.30 1.00
H 0.34 -1.01 -0.82
H 2.16 -1.10 -1.41
H 1.24 -0.31 -3.12
H 1.67 1.26 -2.48
H 0.51 -0.64 2.33
H -1.07 -0.56 2.77
H -2.38 -2.88 -0.33
H -3.72 -2.45 -0.26
O -2.84 -2.08 -0.19
*
```


Entry 3:
A cluster of 2 separate species, C4H14N2O in total, computed with the ωB97M-V functional and the def2-TZVPD basis.

Output
Gap between HOMO and LUMO: 9.98 eV
Highest occupied orbital energy: -8.972 eV
E_LUMO: 0.0369 Ha
Strongest force on any atom: 1.0 eV/Å

```
! wB97M-V def2-TZVPD RIJCOSX def2/J DEFGRID3
* xyz 0 1
C 0.40 -0.55 0.73
C 1.80 -0.85 0.25
C 1.88 -2.17 -0.51
N 0.31 0.72 1.48
H -0.26 -0.45 -0.13
H 0.01 -1.37 1.34
H 2.49 -0.88 1.09
H 2.13 -0.03 -0.39
H 1.47 -2.97 0.12
H 1.31 -2.15 -1.44
H 2.91 -2.44 -0.73
H 0.20 0.59 2.47
H 1.12 1.31 1.33
H -0.87 1.52 0.93
N -2.42 0.52 -1.09
C -1.76 1.81 -0.82
O -1.66 2.03 0.52
H -3.26 0.49 -0.52
H -2.72 0.46 -2.05
H -0.77 1.75 -1.29
H -2.30 2.65 -1.29
*
```


Entry 4:
A cluster of 2 separate species, C4H14N2O in total at a distorted geometry, computed with the ωB97M-V functional and the def2-TZVPD basis.

Output
Gap between HOMO and LUMO: 9.59 eV
Highest occupied orbital energy: -8.616 eV
E_LUMO: 0.0357 Ha
Strongest force on any atom: 3.8 eV/Å

```
! wB97M-V def2-TZVPD RIJCOSX def2/J DEFGRID3
* xyz 0 1
N 1.63 -1.36 0.22
C 0.69 -0.69 -0.79
C 1.59 -0.17 -1.86
C 0.01 0.47 -0.03
N -1.37 0.14 0.39
C -2.33 1.19 0.10
H 2.54 -1.00 -0.01
H 1.37 -1.15 1.17
H -0.03 -1.47 -1.04
H 2.18 -1.04 -2.22
H 2.24 0.67 -1.63
H 1.10 0.05 -2.83
H -0.02 1.35 -0.70
H 0.54 0.88 0.84
H -1.73 -0.72 0.01
H -2.30 2.13 0.63
H -2.39 1.45 -0.97
H -3.37 0.80 0.28
H -0.81 -0.32 2.46
H 0.33 -0.92 3.35
O 0.14 -0.29 2.64
*
```


Entry 5:
A cluster of 2 separate species, C4H14N2O in total at a distorted geometry, computed with the ωB97M-V functional and the def2-TZVPD basis.

Output
Gap between HOMO and LUMO: 9.12 eV
Highest occupied orbital energy: -8.168 eV
E_LUMO: 0.0349 Ha
Strongest force on any atom: 6.4 eV/Å

```
! wB97M-V def2-TZVPD RIJCOSX def2/J DEFGRID3
* xyz 0 1
C -1.47 -0.65 -1.77
N -1.21 0.87 -1.98
C -1.56 1.81 -0.80
C -0.90 1.55 0.59
N 0.52 1.73 0.57
C 1.30 1.56 1.82
H -0.97 -0.93 -0.93
H -1.37 -1.16 -2.74
H -2.60 -0.65 -1.77
H -0.32 1.11 -2.33
H -1.13 2.83 -1.10
H -2.52 1.82 -0.42
H -1.47 2.37 1.11
H -1.07 0.58 1.03
H 1.23 1.49 -0.11
H 2.34 1.26 1.36
H 1.28 2.58 2.11
H 0.97 0.84 2.57
H 2.01 -6.21 0.99
H 3.34 -5.93 1.63
O 2.60 -5.47 1.18
*
```


Entry 6:
A cluster of 2 separate species, C4H14N2O in total at a distorted geometry, computed with the ωB97M-V functional and the def2-TZVPD basis.

Output
Gap between HOMO and LUMO: 9.38 eV
Highest occupied orbital energy: -8.542 eV
E_LUMO: 0.0309 Ha
Strongest force on any atom: 2.1 eV/Å

```
! wB97M-V def2-TZVPD RIJCOSX def2/J DEFGRID3
* xyz 0 1
N -1.08 0.60 2.06
N 0.23 -0.57 -0.28
C -1.37 0.94 3.45
C 0.75 -1.01 -1.63
C 0.13 1.19 1.46
C 0.37 0.84 0.00
H -1.01 -0.43 2.05
H -0.75 -0.86 -0.30
H -0.66 0.50 4.18
H -2.37 0.50 3.64
H -1.42 2.03 3.63
H 0.66 -2.10 -1.80
H 1.82 -0.73 -1.73
H 0.17 -0.48 -2.40
H 1.00 0.81 2.02
H 0.12 2.29 1.56
H 1.41 1.10 -0.26
H -0.30 1.46 -0.64
O 0.89 -2.36 -4.82
H 0.60 -2.25 -5.75
H 0.81 -1.46 -4.43
*
```


Entry 7:
A cluster of 2 separate species, C4H14N2O in total at a distorted geometry, computed with the ωB97M-V functional and the def2-TZVPD basis.

Output
Gap between HOMO and LUMO: 10.02 eV
Highest occupied orbital energy: -9.120 eV
E_LUMO: 0.0332 Ha
Strongest force on any atom: 2.5 eV/Å

```
! wB97M-V def2-TZVPD RIJCOSX def2/J DEFGRID3
* xyz 0 1
C 1.08 -1.11 -0.74
C 0.59 0.18 -1.32
C 0.82 0.30 -2.83
N -0.87 0.30 -1.04
H 1.09 -0.96 0.39
H 0.42 -1.92 -1.07
H 2.11 -1.27 -1.08
H 1.15 1.00 -0.66
H 0.66 -0.69 -3.30
H 1.88 0.59 -3.03
H 0.22 1.12 -3.25
H -1.38 0.58 0.70
H -1.31 1.06 -1.54
H -1.42 -0.50 -1.34
N -0.72 0.31 3.80
C -0.47 0.07 2.41
O -1.63 0.47 1.67
H -1.10 1.25 3.86
H -1.39 -0.40 4.10
H 0.45 0.63 2.01
H -0.17 -1.00 2.25
*
```


Entry 8:
A cluster of 2 separate species, C4H14N2O in total at a distorted geometry, computed with the ωB97M-V functional and the def2-TZVPD basis.

Output
Gap between HOMO and LUMO: 9.90 eV
Highest occupied orbital energy: -8.920 eV
E_LUMO: 0.0359 Ha
Strongest force on any atom: 5.8 eV/Å

```
! wB97M-V def2-TZVPD RIJCOSX def2/J DEFGRID3
* xyz 0 1
N 0.19 -2.12 -0.83
C 0.76 -0.76 -1.00
C 2.25 -0.98 -0.79
C 0.24 0.16 0.01
N -1.17 0.65 -0.20
C -1.34 2.08 -0.03
H -0.76 -2.17 -1.05
H 0.50 -2.51 -0.01
H 0.43 -0.55 -2.04
H 2.50 -1.66 -1.66
H 2.48 -1.63 0.03
H 3.02 -0.27 -0.78
H 0.84 1.12 0.20
H 0.19 -0.21 1.12
H -1.40 0.24 -1.09
H -1.81 2.32 0.94
H -0.44 2.66 -0.35
H -2.02 2.29 -0.87
H -1.29 0.07 3.37
H -1.60 0.48 2.10
O -1.58 0.81 2.93
*
```


Entry 9:
A cluster of 2 separate species, C4H14N2O in total at a distorted geometry, computed with the ωB97M-V functional and the def2-TZVPD basis.

Output
Gap between HOMO and LUMO: 9.59 eV
Highest occupied orbital energy: -8.810 eV
E_LUMO: 0.0286 Ha
Strongest force on any atom: 2.4 eV/Å

```
! wB97M-V def2-TZVPD RIJCOSX def2/J DEFGRID3
* xyz 0 1
C 0.69 -2.08 -1.69
N 1.35 -1.26 -0.67
C 0.13 1.02 -0.85
C 0.41 -0.27 -0.05
C -0.91 -0.93 0.44
N -1.00 -1.09 1.90
H -0.14 -1.57 -2.21
H 1.28 -2.33 -2.56
H 0.30 -2.96 -1.19
H 2.06 -0.72 -1.18
H -0.77 1.54 -0.50
H -0.22 0.64 -1.84
H 0.93 1.71 -1.05
H 0.94 -0.06 0.88
H -1.63 -0.15 0.22
H -1.15 -1.85 -0.08
H -1.33 -0.28 2.39
H -0.24 -1.58 2.35
H -0.83 3.40 0.17
H 0.44 3.86 0.87
O -0.52 3.81 0.97
*
```


Entry 10:
A cluster of 2 separate species, C4H14N2O in total at a distorted geometry, computed with the ωB97M-V functional and the def2-TZVPD basis.

Output
Gap between HOMO and LUMO: 9.73 eV
Highest occupied orbital energy: -8.968 eV
E_LUMO: 0.0280 Ha
Strongest force on any atom: 4.3 eV/Å

```
! wB97M-V def2-TZVPD RIJCOSX def2/J DEFGRID3
* xyz 0 1
C -0.98 1.77 2.24
C -0.85 2.01 0.78
C 0.13 0.88 0.23
N 1.24 1.35 -0.66
C 2.05 0.29 -1.20
N 1.18 -0.67 -2.00
H -1.68 2.49 2.72
H -0.17 2.21 2.84
H -1.26 0.72 2.61
H -1.74 1.96 0.23
H -0.32 3.09 0.57
H -0.46 0.07 -0.22
H 0.65 0.50 1.14
H 0.82 1.91 -1.40
H 2.83 0.78 -1.75
H 2.53 -0.27 -0.39
H 1.76 -1.47 -2.30
H 0.85 -0.17 -2.80
H -2.77 -4.15 0.00
H -1.54 -4.71 0.05
O -2.30 -4.69 0.66
*
```


Entry 11:
A cluster of 2 separate species, C4H14N2O in total at a distorted geometry, computed with the ωB97M-V functional and the def2-TZVPD basis.

Output
Gap between HOMO and LUMO: 9.80 eV
Highest occupied orbital energy: -9.051 eV
E_LUMO: 0.0274 Ha
Strongest force on any atom: 2.9 eV/Å

```
! wB97M-V def2-TZVPD RIJCOSX def2/J DEFGRID3
* xyz 0 1
N -0.49 -0.83 0.95
C -0.07 2.11 0.84
C -0.80 1.21 -0.17
C -0.10 -0.13 -0.33
C -0.46 -0.85 -1.69
N -1.41 -1.98 -1.43
H 0.21 -0.97 1.66
H -0.77 -1.77 0.70
H 0.99 2.31 0.69
H -0.31 1.75 1.84
H -0.49 3.11 0.70
H -1.85 0.99 0.03
H -0.66 1.79 -1.11
H 0.99 0.00 -0.31
H 0.42 -1.28 -2.18
H -0.82 -0.02 -2.30
H -2.03 -2.08 -2.23
H -1.99 -1.64 -0.67
H 2.87 -0.33 0.97
H 3.80 -0.61 2.22
O 2.96 -0.80 1.81
*
```


ΔE to the lowest compared entry with this formula, charge and spin list, top to bottom, in eV: 0.100; 2.309; 1.116; 1.868; 3.870; 1.758; 1.363; 2.777; 1.975; 2.203; 1.631
DFT total energy list, top to bottom, in eV: -9401.4835; -9401.2984; -9402.4913; -9401.7393; -9399.7366; -9401.8485; -9402.2437; -9400.8298; -9401.6320; -9401.4042; -9401.9756